This record from the OMol25 dataset describes a 11-piece molecular cluster, C24H66O11 overall. The level of theory is ωB97M-V/def2-TZVPD.

Structure (XYZ):
```
101
Properties=species:S:1:pos:R:3
O -2.7704 -17.9251 1.9283
O -9.1316 -22.0922 1.0708
O -5.1303 -19.8509 5.7564
O -7.4422 -20.4605 -0.5381
O -6.7514 -22.3898 4.8189
O -9.5383 -16.6726 4.6672
O -9.2036 -19.4583 6.8875
O -6.6601 -14.4415 0.7497
O -8.8116 -15.0870 9.7514
O -9.4859 -21.8884 5.2504
O -4.5707 -19.5194 3.1014
C -8.8688 -14.9451 8.5252
C -4.8114 -20.9014 2.6564
C -8.6991 -24.2225 2.0929
C -6.0710 -23.4788 5.3560
C -6.1634 -13.2193 1.2726
C -8.0958 -22.9972 1.3699
C -4.0841 -20.2980 6.6803
C -1.5924 -17.7789 2.6523
C -4.3026 -21.0497 1.2573
C -3.1819 -19.2150 7.0651
C -10.7814 -22.2996 5.0074
C -7.6134 -14.6701 7.7629
C -5.1733 -13.5080 2.3427
C -7.9821 -18.2771 8.5866
C -6.6044 -18.9511 -2.3172
C -6.5537 -20.3219 -1.7134
C -5.4735 -24.3777 4.2369
C -7.4937 -15.8910 3.7086
C -11.5301 -21.2908 4.2178
C -7.8830 -19.1960 7.4278
C -10.1533 -14.9045 7.7743
C -0.8773 -16.4787 2.4174
C -7.9429 -18.3674 3.9016
C -8.4831 -16.9724 4.1312
H -7.6381 -14.9490 4.2756
H -9.5394 -24.6866 1.4860
H -6.9750 -18.4293 4.4484
H -4.3947 -22.0560 0.8712
H -6.1996 -24.9838 3.7176
H -5.5995 -12.5800 0.4735
H -10.9699 -15.3407 8.3841
H -11.2948 -22.6141 5.9206
H -8.4438 -17.2928 8.3488
H -7.2282 -18.7011 6.6788
H -8.4866 -18.7490 9.4008
H -7.5748 -15.4484 2.6692
H -5.2552 -23.0924 5.9664
H -5.6261 -13.9701 3.2629
H -5.8720 -21.1055 2.7263
H -6.9083 -21.1081 -2.3293
H -7.6893 -22.2413 4.9395
H -9.5500 -21.1560 5.8213
H -0.6031 -16.3035 1.3396
H -4.3185 -21.6138 3.2773
H -7.3397 -15.4796 7.1648
H -10.6827 -23.2217 4.3633
H -10.0288 -15.5498 6.8769
H -3.3742 -18.5549 2.3680
H -7.4795 -14.2436 0.3065
H -11.4570 -20.3295 4.7896
H -9.6778 -18.6361 6.8434
H -10.4353 -13.9233 7.4176
H -0.8524 -18.5020 2.2363
H -4.8832 -20.4277 0.6620
H -7.0004 -18.0730 9.0069
H -9.2415 -23.8804 3.0166
H -8.6780 -19.1845 4.0479
H -5.8929 -20.5110 5.6838
H -11.0136 -21.1773 3.2739
H -8.9314 -21.6686 0.2393
H -8.0598 -25.0168 2.3969
H -3.6968 -18.3554 7.5109
H -12.6270 -21.4171 3.9855
H -7.6119 -23.3747 0.4620
H -4.6795 -19.4322 4.0652
H -6.6790 -24.0985 5.9800
H -6.4626 -16.1654 3.7174
H -3.2421 -20.8936 1.2263
H -7.3003 -22.4419 1.9487
H -6.2593 -18.2887 -1.5319
H -7.5941 -18.5081 2.8463
H -4.4683 -20.7280 7.5836
H -1.6152 -17.8437 3.7211
H -7.5038 -20.1574 7.6525
H -3.5376 -21.0977 6.1570
H -5.0187 -23.8333 3.4568
H -6.7729 -14.3617 8.3301
H -5.8564 -18.9258 -3.0575
H -1.4055 -15.6163 2.7826
H -7.7722 -13.9788 6.9159
H 0.0398 -16.5478 2.9958
H -6.9585 -12.5821 1.5998
H -4.9496 -12.4755 2.6148
H -7.6643 -19.6870 0.0402
H -4.7163 -25.0975 4.6150
H -2.4953 -19.4957 7.8587
H -7.6126 -18.6296 -2.6232
H -4.3597 -14.1363 2.0398
H -2.6178 -18.8193 6.2395
H -5.5588 -20.4927 -1.3628
```

E ... -1781.50326 a.u.
SMILES string ... CC(C)=O.CC(C)=O.CCO.CCO.CCO.CCO.CCO.CCO.CCO.CCO.CCO
Kohn-Sham gap ... 0.3597 hartree
Net charge ... 0
Highest occupied orbital energy ... -9.282 eV



This record from the OMol25 dataset describes a 9-piece molecular cluster, C24H67F3N11O11S overall. The level of theory is ωB97M-V/def2-TZVPD.

Structure (XYZ):
```
117
Properties=species:S:1:pos:R:3
S -1.2036 -1.3563 2.3819
F -0.2619 1.0427 2.2496
F -1.9906 0.7369 0.9726
F -0.0863 -0.0950 0.3670
O -1.7551 -0.8637 3.6323
O 0.0871 -1.9809 2.5411
O -0.1966 -2.6559 -3.0433
O 3.6007 0.1651 3.1678
O 0.6837 1.8968 6.7786
O -6.8818 -0.7896 2.1793
O -3.4218 5.8597 0.3237
O -2.1438 -2.0796 1.5239
O 2.0892 -4.7529 1.2298
O -3.2804 -6.9185 0.4179
O 1.0629 1.5220 -4.0862
N -1.2034 2.0497 5.5261
N -2.1324 -5.0220 0.9987
N 1.7870 -4.5602 -4.1839
N 2.0813 3.4666 -5.8353
N -4.9185 -1.6367 2.9768
N -4.4243 -5.1037 1.1645
N 2.3845 -2.5391 -1.7255
N -0.0090 0.0990 5.5766
N -0.4961 6.7023 0.1457
N -5.0287 -0.8603 0.8331
N 2.6400 2.1338 1.5993
C 3.4216 -0.9836 3.9546
C 1.4568 5.2166 -4.2494
C -0.8549 0.1927 1.4113
C 3.3956 2.5179 2.8040
C -2.3161 4.9857 0.1767
C -1.4172 -2.4137 -2.3576
C -5.7127 -1.0858 2.0006
C 3.2854 1.3718 3.8228
C 0.0859 0.5202 -3.8918
C 4.1440 -3.2264 -0.2361
C -0.3234 4.8015 -1.4449
C -3.2651 -5.7730 0.8507
C -0.4021 -3.3781 -4.2278
C 2.7858 3.7974 3.3310
C -4.3819 5.3877 1.2220
C -1.2425 5.7271 -0.6482
C 2.7357 -3.5710 -0.7033
C 1.4833 -4.8219 2.4984
C 0.6536 -4.3004 -6.3286
C -0.1374 1.3589 6.0351
C 1.7172 3.7334 -4.4263
C 0.9167 -3.6597 -4.9492
C 1.7466 -3.6204 0.4438
C 0.5741 2.8461 -3.9304
H -2.6396 4.1804 -0.4958
H -5.2813 -5.6133 1.2326
H 4.8233 -3.3082 -1.0809
H -5.2804 -1.8608 3.8818
H -5.1855 6.1151 1.3247
H 4.1587 -2.2718 0.2939
H -1.8071 6.3436 -1.3543
H 3.9704 1.5296 4.6671
H -1.8746 4.5465 1.0749
H 2.5651 3.4872 -3.7728
H -1.1522 -2.0868 -1.3503
H 1.7723 3.6217 3.6981
H 1.4059 -2.6701 -2.0240
H 0.0521 6.2529 0.8754
H -4.1622 -1.3000 0.5805
H 0.7805 -0.4525 5.8553
H -5.5641 -0.3051 0.1895
H 0.1532 -5.2639 -6.2950
H -4.6980 4.3655 0.9736
H 1.2395 5.4067 -3.2169
H -0.8032 0.7231 -4.4992
H -0.8017 4.0849 -2.0977
H -0.2108 0.4967 -2.8374
H -1.1708 7.2506 0.6726
H 1.2926 -5.4232 -3.9941
H 2.2594 1.3783 4.2154
H -2.0496 -1.6931 -2.8743
H 2.3351 -1.6429 -1.2383
H 4.5039 -3.9303 0.5222
H 1.7195 -5.8101 2.8913
H 0.2888 3.0242 -2.8864
H 2.5774 2.5800 -5.8439
H -1.1399 3.0387 5.6873
H 3.7159 -1.8412 3.3568
H 3.3477 4.3109 4.1182
H -4.3257 -4.1264 1.3753
H -0.2863 3.0026 -4.5993
H 2.6891 -4.5178 -1.2496
H 2.3846 -1.1008 4.2942
H -1.3169 -5.3761 0.5315
H -0.9053 -4.3411 -4.0520
H 0.0723 5.5093 -2.1520
H 0.5220 -0.4511 -4.1072
H 1.6882 1.9241 1.8841
H 2.9909 1.2300 1.2975
H 2.7875 4.1662 -6.0445
H 1.4814 -2.7334 -5.0739
H -1.9026 -3.3683 -2.1187
H 3.9938 -0.9083 4.8910
H -3.9323 -1.6633 2.7810
H 2.7968 4.5754 2.5626
H -0.7085 -0.3669 4.9935
H 0.4526 4.3564 -0.8209
H 1.9156 -4.0644 3.1628
H 2.1230 -4.1286 -3.3323
H 0.3996 -4.6763 2.5043
H -2.2477 -4.0342 1.1724
H 0.1703 -3.5191 -6.9149
H -1.0537 -2.8661 -4.9556
H 4.4438 2.6592 2.5346
H -4.0568 5.2773 2.2720
H 1.8501 -2.7168 1.0576
H 2.3471 5.8052 -4.4806
H 0.7033 -3.7465 0.1255
H 0.6008 5.6257 -4.7913
H 1.6708 -4.4508 -6.6920
H -1.8193 1.6784 4.8259
```

E ... -3082.53845 a.u.
Energy above the lowest of the compared OMol25 structures with the same formula, charge and spin ... 0.0000 eV
Kohn-Sham gap ... 0.3481 hartree
Net charge ... -1
Highest occupied orbital energy ... -7.323 eV